{"formula": "C18H18ClN4O13P2STa", "method": "wB97M-V/def2-TZVPD", "multiplicity": 1, "homo_energy_ev": -8.858, "lumo_energy_ev": -0.8, "e_tot_ha": -3492.4707, "elements": ["Ta", "N", "C", "S", "N", "N", "C", "C", "C", "C", "C", "C", "N", "H", "H", "H", "H", "H", "H", "H", "C", "C", "O", "P", "O", "O", "O", "P", "O", "O", "O", "H", "H", "H", "H", "H", "H", "H", "O", "C", "O", "C", "O", "O", "Cl", "C", "C", "C", "C", "C", "C", "C", "O", "O", "H", "H", "H", "H"], "positions_angstrom": [[-0.7062, -1.7073, 0.2162], [-2.8045, -3.7751, -3.2755], [-2.4054, -2.9680, -2.2575], [-1.4104, -3.7324, -1.0484], [-2.8127, -1.7410, -2.2981], [-2.3359, -0.9163, -1.2875], [-2.7415, 0.2881, -1.4560], [-2.5682, 1.4608, -0.5791], [-2.7106, 2.7168, -1.1630], [-2.6248, 3.8407, -0.3554], [-2.4364, 3.6679, 1.0037], [-2.3202, 2.3719, 1.4940], [-2.3695, 1.2925, 0.7273], [-2.7055, -4.7690, -3.1782], [-3.5415, -3.4274, -3.8665], [-3.3249, 0.4605, -2.3566], [-2.8888, 2.8068, -2.2264], [-2.7192, 4.8311, -0.7812], [-2.3780, 4.5094, 1.6799], [-2.1759, 2.1935, 2.5545], [4.0527, -0.9197, -2.3153], [2.6952, -0.7849, -1.6399], [2.3916, 0.6006, -1.5590], [1.3609, -1.5659, -2.6044], [1.5752, -1.0701, -4.0897], [1.6814, -3.1109, -2.7224], [0.0025, -1.2289, -2.0868], [2.6513, -1.5520, 0.0513], [3.6855, -2.7595, -0.0744], [2.9053, -0.6112, 1.1467], [1.2474, -2.2351, 0.0098], [4.0417, -0.3629, -3.2516], [4.3011, -1.9605, -2.5124], [4.8140, -0.4932, -1.6623], [1.5921, 0.7064, -1.0161], [0.7473, -0.8191, -4.5204], [1.4124, -3.5998, -1.9267], [4.0510, -3.0126, 0.7852], [-3.0627, -1.5362, 3.3385], [-2.3823, -2.0031, 2.4841], [-2.3800, -1.6075, 1.1949], [-1.3364, -3.1333, 2.6483], [-1.2801, -3.8587, 3.5943], [-0.5255, -3.1676, 1.5969], [2.3789, 5.3037, 3.9602], [1.7752, 3.8653, 3.2047], [1.4709, 2.7666, 3.9956], [0.9909, 1.6209, 3.3897], [0.8187, 1.5909, 2.0097], [1.1277, 2.6994, 1.2283], [1.6114, 3.8480, 1.8263], [0.2916, 0.3836, 1.3882], [-0.0656, -0.6315, 2.0319], [0.1298, 0.2812, 0.1094], [1.6147, 2.8171, 5.0652], [0.7498, 0.7450, 3.9763], [0.9820, 2.6703, 0.1569], [1.8627, 4.7220, 1.2428]], "forces_ev_per_a": [[0.050, -0.050, -0.761], [-0.040, 0.043, -0.036], [-0.023, -0.024, -0.211], [-0.007, 0.020, 0.125], [0.200, -0.039, 0.163], [-0.092, 0.173, -0.126], [-0.007, -0.054, 0.196], [-0.040, -0.049, -0.094], [-0.003, 0.004, 0.047], [0.000, -0.003, -0.007], [0.011, -0.025, 0.002], [-0.001, 0.003, 0.023], [-0.021, -0.010, 0.028], [0.000, -0.001, 0.037], [-0.001, -0.022, -0.005], [-0.001, -0.002, -0.005], [0.003, -0.006, -0.009], [-0.003, -0.002, 0.000], [-0.009, 0.014, -0.005], [-0.008, 0.006, -0.005], [-0.009, 0.035, -0.004], [0.218, 0.062, -0.020], [-0.037, -0.052, -0.050], [0.264, -0.142, -0.009], [-0.116, 0.063, -0.005], [-0.042, 0.007, 0.067], [-0.029, 0.017, 0.289], [-0.249, 0.020, -0.280], [0.071, -0.025, 0.099], [0.054, 0.005, 0.035], [-0.022, -0.107, 0.491], [-0.001, 0.001, 0.006], [-0.012, -0.006, 0.009], [0.004, 0.002, -0.012], [0.016, 0.008, 0.002], [0.046, -0.008, 0.016], [-0.045, 0.000, -0.050], [-0.015, 0.029, -0.074], [-0.028, -0.122, 0.021], [-0.052, 0.008, -0.098], [-0.036, 0.223, 0.303], [0.053, -0.216, 0.126], [-0.043, 0.052, -0.025], [-0.008, 0.235, -0.137], [-0.005, -0.001, -0.004], [0.021, 0.057, 0.000], [0.002, 0.016, -0.018], [0.006, 0.010, -0.016], [0.039, 0.081, 0.005], [0.012, 0.035, 0.043], [-0.004, -0.033, 0.052], [-0.052, -0.282, -0.179], [0.127, 0.034, 0.304], [-0.124, 0.075, -0.222], [0.001, -0.009, 0.002], [-0.005, -0.018, -0.013], [-0.010, -0.029, -0.004], [-0.001, -0.001, -0.008]], "mulliken_charge": [2.78, -0.47, 0.84, -0.58, -1.35, 0.89, -1.00, 0.96, -0.78, -0.47, -0.72, -0.30, -0.01, 0.22, 0.24, 0.45, 0.45, 0.44, 0.46, 0.55, -1.83, 1.46, -0.68, 0.66, -0.57, -0.66, -0.64, 0.78, -0.59, -0.73, -0.54, 0.43, 0.38, 0.45, 0.12, 0.36, 0.44, 0.38, -0.57, 0.57, -0.67, 0.79, -0.57, -0.74, -0.21, 0.47, -0.85, -0.58, 0.40, 0.24, -1.23, 0.92, -1.01, -0.62, 0.45, 0.50, 0.48, 0.44]}